DFT (wB97M-V/def2-TZVPD) results for a molecular structure, C56H50FNO9PbS3Si in a non-equilibrium geometry.

```
122
Properties=species:S:1:pos:R:3
C -16.394 -19.540 9.773
C -19.479 -15.276 14.237
C -17.635 -11.931 11.184
C -21.171 -15.515 15.945
O -16.105 -17.631 7.462
H -18.760 -10.865 5.730
C -17.605 -10.290 13.416
H -20.116 -12.489 4.000
H -24.128 -9.968 10.146
O -16.546 -14.188 2.220
C -19.956 -12.853 11.777
H -21.346 -15.879 11.535
H -19.523 -20.017 11.332
C -23.451 -11.908 10.543
C -24.346 -17.768 7.847
H -21.489 -15.525 13.764
H -13.651 -16.718 7.020
H -20.989 -16.951 18.410
H -15.999 -10.863 10.435
C -15.458 -14.837 2.035
O -16.621 -20.754 9.891
C -18.442 -9.684 15.606
H -17.066 -14.868 3.380
O -16.973 -15.414 4.316
H -19.925 -14.319 9.033
H -13.139 -15.488 -0.436
H -15.848 -9.345 12.597
C -18.530 -12.726 8.552
H -21.171 -14.213 7.015
C -21.157 -12.081 11.565
H -13.450 -17.381 3.479
C -13.676 -15.574 0.521
Pb -18.938 -17.830 8.727
H -17.388 -15.234 14.912
C -13.700 -17.610 7.705
C -24.061 -20.530 6.247
H -25.365 -17.331 7.980
H -16.723 -15.692 10.850
H -26.075 -19.773 9.671
H -23.675 -17.431 8.617
C -18.807 -15.443 16.594
H -18.437 -8.986 16.449
H -22.209 -15.472 16.193
C -20.014 -12.515 6.173
H -15.851 -17.187 6.627
C -18.176 -11.806 7.634
H -25.070 -20.510 5.761
H -11.736 -19.918 9.169
C -18.483 -15.285 15.256
C -22.835 -20.585 10.337
N -20.344 -19.772 9.474
F -19.641 -16.417 10.122
H -23.728 -21.532 6.352
H -23.842 -17.512 6.927
C -18.604 -11.326 13.273
C -22.696 -20.082 9.047
C -22.357 -12.692 10.975
H -18.027 -15.260 17.334
H -13.984 -20.450 10.247
O -15.214 -16.426 5.334
C -20.778 -12.393 4.898
C -15.059 -19.024 9.161
H -23.311 -19.981 5.603
C -16.602 -10.125 12.462
O -15.924 -12.837 9.392
C -13.333 -16.601 1.432
H -11.520 -17.928 7.830
H -25.688 -21.408 9.125
C -19.598 -13.576 8.314
H -21.439 -15.249 18.675
C -22.388 -14.114 10.896
C -20.635 -15.938 18.358
H -21.650 -13.147 4.693
H -23.315 -14.553 10.518
C -23.316 -10.542 10.594
C -12.557 -18.285 8.116
Si -24.223 -19.696 7.956
C -17.537 -9.528 14.558
C -15.763 -15.919 4.347
C -14.995 -15.893 2.975
O -16.259 -16.126 10.089
C -18.681 -12.134 12.116
C -21.421 -19.676 8.645
C -25.724 -20.402 8.789
H -17.283 -11.161 7.863
H -16.733 -8.804 14.690
C -13.870 -19.666 9.523
C -20.496 -20.118 10.769
C -21.353 -14.820 11.427
H -23.822 -20.965 10.608
C -22.259 -9.963 11.264
H -22.266 -8.878 11.379
C -14.985 -18.022 8.137
C -20.392 -13.455 7.152
S -21.087 -19.118 7.070
S -18.986 -15.379 12.532
C -20.833 -15.436 14.606
H -21.764 -21.082 12.198
H -19.925 -11.024 16.415
H -20.495 -10.240 12.346
C -19.465 -11.541 14.392
S -17.276 -13.137 9.834
H -20.192 -12.364 14.469
C -19.331 -10.748 15.508
C -16.690 -10.915 11.312
C -21.686 -20.692 11.191
H -12.643 -17.345 1.153
H -16.425 -17.098 10.306
C -20.165 -15.563 16.966
O -17.556 -14.944 12.365
H -21.270 -11.404 4.850
H -19.823 -15.939 19.088
H -26.431 -20.255 7.975
C -12.644 -19.342 8.970
C -18.956 -11.685 6.434
C -20.140 -14.179 11.866
C -13.902 -16.711 2.686
C -14.706 -14.687 0.805
H -15.141 -13.956 0.163
O -17.266 -18.645 10.166
H -24.271 -12.478 10.137
C -21.216 -10.681 11.739
```

## Properties
Energy above the lowest of the compared OMol25 structures with the same formula, charge and spin (eV): 3.6580
Charge: -2
Orbital gap (eV): 5.95
DFT total energy (eV): -127152.73904
Multiplicity: 1
HOMO (eV): -2.7
Strongest force on any atom (eV Å⁻¹): 3.0

DFT (wB97M-V/def2-TZVPD) results for a molecular structure, C56H51N3O4S3Sr in a non-equilibrium geometry.

```
118
Properties=species:S:1:pos:R:3
C -3.829 -4.326 0.834
C 1.620 -2.215 6.809
H -2.142 1.453 0.187
H -0.745 -3.794 -6.054
H 1.564 4.185 -2.411
S 0.022 0.648 4.486
H 2.917 0.257 5.027
H -3.737 -7.430 -1.544
H -2.768 6.922 4.006
H 5.883 3.267 2.847
H 4.838 1.305 4.032
O -0.511 -0.155 -0.298
H -0.599 -4.871 -1.845
C -3.210 0.186 -4.562
H 1.093 -4.242 -4.563
C -3.993 -5.622 1.355
H 1.382 4.506 1.272
H 5.719 5.049 1.347
H 0.201 -3.569 -0.768
H 1.141 -4.889 -1.418
C 2.383 4.264 1.705
H 2.864 -1.648 -4.243
S 0.374 0.650 0.672
C 1.319 -1.735 8.112
C 1.171 -0.409 -4.094
C -0.696 3.947 2.757
H 3.230 2.560 0.247
H 1.306 -1.883 4.651
H 3.554 3.404 -4.139
C 3.475 1.505 -1.503
H 1.682 -2.217 10.230
O -2.942 -0.793 -3.794
H -3.838 5.349 2.442
C -3.210 -5.014 -2.808
H -5.429 0.069 -4.690
Sr -1.662 -1.582 -1.957
C 2.738 1.069 4.326
C 3.757 2.850 3.011
C -2.135 0.965 -5.122
C -2.821 5.211 2.789
C -3.752 -6.530 -0.862
C 1.458 1.423 3.829
H 0.882 0.085 9.281
C 1.598 -2.634 -2.855
C 0.022 2.823 2.286
H -2.962 -3.170 -5.212
H 0.818 4.665 4.164
C 1.799 -1.800 -4.091
C 0.510 0.267 7.165
C 1.283 -1.475 5.687
S 4.181 -0.917 0.594
H 1.622 -1.981 -2.000
C -4.693 1.552 -5.949
H -0.222 -5.097 -3.827
H -2.550 -4.884 -5.296
N -2.743 -3.982 -3.298
H 2.223 -3.482 9.072
H 2.460 -3.337 -2.666
H -3.819 2.940 -7.291
C 2.458 3.194 2.534
C 1.051 2.829 -0.891
C -2.046 4.109 2.361
C -3.657 -4.177 -0.527
C 0.250 -4.242 -1.655
C -2.349 1.963 -6.062
C 1.483 -2.711 9.247
C 3.469 5.000 1.275
C -2.242 6.052 3.643
C 4.767 4.616 1.726
H 1.570 0.083 -3.157
C -0.767 0.669 -4.816
C -3.946 -6.731 0.515
C 3.292 2.443 -3.778
C 0.942 -0.393 8.295
H 4.127 1.757 -3.967
O -3.206 -1.985 -0.144
C 1.443 1.765 -0.058
H -1.491 2.353 -6.543
H 1.575 0.160 -4.994
C 2.924 1.551 -0.101
H -4.322 -5.623 2.371
H 2.438 2.121 -4.336
H 2.077 -3.205 6.716
H 1.457 -2.243 -4.992
H 3.338 5.927 0.660
C 1.308 2.391 2.881
C 0.696 -0.203 5.851
C -4.532 0.554 -5.013
N 0.316 -3.380 -2.780
C -3.599 2.239 -6.540
C -0.602 1.953 1.396
N -0.243 -0.258 -4.089
C 0.111 -4.140 -4.122
C -0.901 -3.502 -5.002
H -3.334 -5.885 -3.467
H 4.242 0.814 -1.831
O -3.696 -2.972 -1.097
C 3.006 2.497 -2.311
H -0.083 1.283 -5.528
H -3.665 3.434 1.160
C 4.878 3.549 2.555
C -0.915 5.899 4.131
C -0.128 4.886 3.713
H 0.088 3.315 -0.738
H -5.652 1.662 -6.430
H -0.756 -2.447 -4.998
H 0.536 -3.187 9.429
H -0.600 6.727 4.772
H 0.084 1.309 7.182
H -4.082 -7.724 0.987
C -2.651 3.203 1.489
C 1.947 3.303 -1.850
C 3.831 1.669 3.795
C -2.373 -3.967 -4.690
C -1.888 2.163 0.937
H -3.993 -3.367 1.421
C 3.476 0.478 0.793
C -3.541 -5.268 -1.387
```

## Properties
Energy above the lowest of the compared OMol25 structures with the same formula, charge and spin (eV): 0.0000
Charge: -1
Orbital gap (spin up / spin down) (eV): 5.91 / 5.91
DFT total energy (eV): -104897.84340
Multiplicity: 2
HOMO (spin up / spin down) (eV): -3.7 / -3.7
Strongest force on any atom (eV Å⁻¹): 3.9

DFT (wB97M-V/def2-TZVPD) results for a molecular structure, C56H51NP3S4SbScSi in a non-equilibrium geometry.

```
118
Properties=species:S:1:pos:R:3
H 1.307 -0.893 4.244
C -3.665 2.511 0.172
Sb -0.183 -3.484 3.500
H -4.374 -0.557 0.041
S -0.956 -3.554 0.105
C -0.239 4.531 3.874
H -1.560 -5.144 -4.237
H -6.858 1.601 2.110
H 3.329 -1.083 0.069
C -2.730 2.478 3.799
Si 0.435 0.313 -0.956
C 1.791 0.393 0.407
H -2.790 2.740 -0.419
P -0.170 2.166 0.436
C -2.756 -1.444 -2.789
C -0.584 3.381 -2.073
H -0.828 -0.254 4.307
C -1.384 0.651 4.489
C -5.958 1.872 1.571
C 1.891 0.867 -4.854
C 1.766 -1.230 -3.018
H 3.123 -5.163 -2.665
C 3.968 -3.790 -0.561
H -3.285 -3.185 0.267
C 1.225 4.373 -0.847
C 1.352 0.060 -2.619
H 3.195 -4.236 0.058
H 1.175 2.103 -3.275
C -2.670 -4.078 0.224
H -0.412 -5.761 -0.669
C 2.235 -0.418 -5.254
P -2.038 0.580 1.579
C -2.021 1.325 3.445
C 1.486 5.213 -1.920
Sc 0.252 -1.119 1.644
C 3.744 1.771 1.828
C 6.298 -3.501 -1.080
C 5.957 -2.566 -2.048
H 6.731 -2.073 -2.624
C -4.755 1.258 1.889
H 0.870 5.849 -3.878
C -2.844 2.897 5.119
S 1.783 -2.981 2.245
C 4.035 0.539 1.261
H -0.968 6.536 4.118
H -1.012 4.242 -3.994
H -1.570 4.789 0.268
C -0.373 4.274 -3.119
H -2.343 2.492 7.171
H 0.120 4.442 4.892
C 4.622 -2.251 -2.284
H -2.928 -4.669 -0.655
H -0.471 -5.673 1.120
H -0.696 -3.232 -2.957
C 0.289 -6.238 -4.167
C -1.352 5.770 2.149
H 2.553 -0.611 -6.272
H 5.025 0.113 1.360
H 0.345 2.548 3.369
H -3.410 3.793 5.346
C 0.676 5.177 -3.051
H -4.712 0.528 2.690
C -1.482 -1.070 -2.437
H -4.802 -1.574 -2.119
C -3.793 -1.263 -1.870
H 2.481 -0.336 3.262
C 2.468 2.325 1.726
C 2.182 -1.454 -4.333
H -1.368 2.633 -2.164
H 2.264 3.289 2.170
H 7.338 -3.746 -0.903
C 3.612 -2.876 -1.556
H 4.521 2.319 2.350
C -4.858 3.157 -0.129
C -1.192 4.700 1.279
H -4.889 3.903 -0.915
H -6.947 3.328 0.337
C -2.231 2.184 6.138
H 1.435 0.718 3.962
N 1.511 -0.189 3.516
C 3.067 -0.149 0.536
H -3.185 3.097 3.038
H -2.819 -4.663 1.134
C -0.553 3.531 1.689
C 1.492 1.629 1.034
H 2.471 -2.454 -4.635
C 0.196 3.432 -0.915
H 0.915 -4.994 0.247
C 2.094 -5.144 -3.002
C -0.532 -5.148 -3.898
H -2.949 -1.869 -3.767
C -0.863 5.693 3.446
C -0.160 -5.163 0.208
P 1.810 -2.569 -1.758
S -2.250 -1.365 2.296
H 4.381 -1.500 -3.026
C 1.282 -4.049 -2.729
H 1.946 1.692 -5.555
H 2.248 -7.075 -3.925
C -2.260 -0.249 -0.263
C -1.217 -0.492 -1.177
C -0.040 -4.067 -3.183
C 5.299 -4.107 -0.329
S 0.308 -2.588 5.538
C -1.481 1.061 5.812
H -0.682 -1.182 -3.158
H -0.096 -7.088 -4.719
C -3.588 1.571 1.195
H -1.853 6.668 1.807
H 1.824 4.456 0.053
C 1.599 -6.232 -3.719
H -0.992 0.471 6.579
C 1.452 1.095 -3.558
H 2.310 5.915 -1.866
C -3.545 -0.674 -0.648
C -0.104 3.458 3.005
H 5.553 -4.819 0.447
C -6.011 2.834 0.569
```

## Properties
Energy above the lowest of the compared OMol25 structures with the same formula, charge and spin (eV): 3.7606
Orbital gap (spin up / spin down) (eV): 4.48 / 5.58
DFT total energy (eV): -166713.57335
Multiplicity: 2
HOMO (spin up / spin down) (eV): -5.6 / -6.7
Strongest force on any atom (eV Å⁻¹): 2.0

DFT (wB97M-V/def2-TZVPD) results for a molecular structure, C56H59AsBN14PbS3 in a non-equilibrium geometry.

```
135
Properties=species:S:1:pos:R:3
S -1.591 1.414 2.005
H 5.595 1.577 -3.563
C 1.878 -3.945 3.131
C 5.311 0.551 -3.333
C -1.049 4.857 -0.798
H 5.927 -1.745 -2.203
C -0.096 3.104 -1.726
C 0.765 -1.346 -5.542
H 2.507 -4.058 4.014
C -6.189 0.317 -0.020
H 4.167 -1.571 -2.061
C 3.199 0.799 -0.434
N -0.176 -0.551 -2.111
H 6.915 1.694 -1.356
H -3.051 5.974 -2.283
C -4.538 -3.701 3.292
C 4.309 2.475 -1.411
C -2.927 0.485 -1.591
H -0.651 -3.839 4.985
C 1.209 -3.150 -1.774
N -0.547 -4.740 0.823
C -0.512 2.399 5.128
C 3.219 2.998 -0.827
H -2.242 1.661 6.091
H 2.512 -3.776 2.260
H -0.243 1.858 7.184
C -1.577 4.646 -3.227
C -2.513 -4.530 2.268
N 0.298 3.167 -0.443
H -5.329 -2.966 3.354
N 0.278 2.317 3.854
H 5.093 2.956 -1.963
H -0.146 4.478 1.183
H 6.697 0.416 -0.151
C 0.520 -1.253 -2.952
C -0.292 4.242 0.145
H -0.656 3.366 -4.739
C 3.659 -6.069 -1.850
C -0.662 0.167 -4.310
C 3.032 -6.813 -0.856
H 1.246 2.427 6.455
H 0.537 1.044 -0.137
H -4.687 2.412 -2.969
C 5.346 0.249 -1.831
H 0.581 -1.189 -7.671
H -0.686 6.612 -2.927
C -1.628 -4.064 1.174
C 1.405 -5.116 -0.617
H 2.999 2.898 2.147
C 0.347 1.843 6.268
N -2.187 0.916 -2.528
C 3.159 -4.831 -2.253
N 1.007 2.162 1.793
H 4.550 -6.463 -2.321
H 4.311 0.370 -3.731
C -2.457 -5.623 3.103
N -0.932 4.141 -1.963
C -0.764 5.849 -3.702
H 1.385 -6.918 0.551
C 0.285 -0.838 -4.346
N 1.365 -2.312 -2.733
C -0.081 1.944 2.591
H 3.635 -4.251 -3.032
H -1.455 4.260 4.556
H 2.092 3.134 4.701
N 4.294 1.105 -1.187
H -2.268 3.976 -5.115
Pb -0.407 -1.032 0.350
H 1.455 -0.175 4.171
H -3.463 -6.582 4.740
H -3.553 5.250 -3.797
H 5.174 -1.557 -0.613
H -0.807 -2.127 5.391
C -3.247 -2.583 1.305
H 7.487 0.061 -1.693
C 2.030 -4.374 -1.610
C 2.033 2.675 2.562
H 2.872 4.016 -0.798
C -4.875 0.180 -0.418
H -1.160 0.536 -7.602
C -6.426 2.002 -1.748
C -0.870 0.510 -2.845
C -0.830 3.875 5.364
S 2.750 -0.693 0.255
C 1.587 2.784 3.822
H -1.661 5.735 -0.724
H 1.504 -2.136 -5.551
C 1.882 -6.346 -0.220
C -5.100 1.846 -2.145
C -0.747 0.165 -6.673
C 0.239 -0.821 -6.713
N -2.093 -2.914 0.656
H -3.521 4.265 -2.328
C -1.635 3.585 -4.318
H -7.996 1.399 -0.424
H 0.678 -3.007 5.825
N 2.528 1.964 -0.228
H 0.241 5.543 -3.995
C -6.961 1.253 -0.703
H -1.624 0.546 4.862
C -3.009 5.059 -2.873
N -2.667 -0.481 -0.602
H 1.299 -4.853 2.968
H -1.252 6.294 -4.569
H 3.447 -7.771 -0.573
C -4.486 -4.799 4.151
N -4.033 -1.573 1.064
H 0.637 0.811 6.070
B 1.081 2.006 0.264
H -1.375 3.989 6.302
C -4.338 0.932 -1.448
As 0.658 -2.431 3.337
C -0.106 -2.900 5.075
H -5.254 -4.924 4.903
H 0.077 4.477 5.422
N 0.203 -3.153 -0.823
C 5.125 -1.249 -1.653
H -6.594 -0.280 0.785
C -3.532 -3.590 2.359
H -1.978 1.443 -5.444
C 0.252 -4.304 -0.157
H -2.068 2.659 -3.941
H -2.519 1.980 4.372
H -7.058 2.713 -2.264
S 0.607 1.973 -2.866
C -3.786 -0.700 0.058
H 6.011 -0.108 -3.846
H 2.514 -1.469 4.793
C 1.966 -1.105 3.923
C 6.691 0.635 -1.219
H 2.654 -0.901 3.103
H -1.665 -6.355 3.019
C -1.214 0.677 -5.468
C -3.468 -5.741 4.059
C -1.806 1.595 5.093
```

## Properties
Energy above the lowest of the compared OMol25 structures with the same formula, charge and spin (eV): 0.0000
Charge: +1
Orbital gap (eV): 5.31
DFT total energy (eV): -179161.46230
Multiplicity: 1
HOMO (eV): -9.2
Strongest force on any atom (eV Å⁻¹): 1.9